This record from the OMol25 dataset describes the ion C6H4NO3 with charge -1 at a distorted geometry. The level of theory is wB97M-V/def2-TZVPD.

* Kohn-Sham gap: 0.28802 hartree
* SMILES: C=C(C#N)/C([O-])=C/C(=O)O
* total energy: -13920.08138 eV
* net charge: -1

Last column: natural (NBO) charge in e.
Cartesian coordinates (Å):
C (2.367996, -0.529640, 0.544190)  -0.298
C (1.359698, 0.055658, 0.030154)  -0.189
C (1.459617, 1.428231, -0.326594)  0.308
N (1.722233, 2.545511, -0.619554)  -0.374
C (-0.033685, -0.474429, -0.205650)  0.389
O (-0.127340, -1.623904, -0.827464)  -0.779
C (-1.009446, 0.385890, 0.126868)  -0.577
C (-2.452757, 0.160600, -0.095858)  0.761
O (-3.258256, 0.974597, 0.202952)  -0.647
O (-2.844311, -1.088617, -0.419574)  -0.711
H (2.373341, -1.577635, 0.840364)  0.204
H (3.331184, -0.083680, 0.723079)  0.190
H (-0.891311, 1.288880, 0.706738)  0.220
H (-1.996967, -1.461457, -0.679648)  0.503

Cartesian forces (eV/Å) of the 6 atoms listed first:
3.2 -2.7 1.6
-3.1 1.5 -0.9
1.8 4.5 -1.1
-1.0 -3.4 0.9
1.0 -2.5 -1.8
-0.3 1.7 1.2

=====

This record from the OMol25 dataset describes the molecule C6H4O. The level of theory is wB97M-V/def2-TZVPD.

* Kohn-Sham gap: 0.35239 hartree
* total energy: -8328.36878 eV

Last column: natural (NBO) charge in e.
Cartesian coordinates (Å):
C (-2.336691, -0.166012, -0.683057)  -0.700
C (-0.995031, 0.156987, -0.207130)  0.139
C (0.114006, 0.424083, 0.187397)  -0.174
C (1.460287, 0.738811, 0.629215)  0.517
O (1.793226, 1.839580, 1.007802)  -0.480
C (2.118525, -1.658717, 0.463139)  0.342
C (2.435780, -0.395246, 0.579840)  -0.696
H (-2.682531, 0.592020, -1.392470)  0.249
H (-3.039221, -0.193531, 0.155484)  0.250
H (-2.350418, -1.140569, -1.179700)  0.246
H (3.494259, -0.160751, 0.708291)  0.307

Cartesian forces (eV/Å) of the 6 atoms listed first:
0.0 0.0 0.0
0.5 0.1 0.2
-0.5 -0.1 -0.2
0.0 0.3 0.1
-0.1 -0.5 -0.2
0.2 0.7 0.0

=====

This record from the OMol25 dataset describes the molecule C6H4O. The level of theory is wB97M-V/def2-TZVPD.

* Kohn-Sham gap: 0.37427 hartree
* SMILES: C#CC#C[C@H]1CO1
* total energy: -8329.11794 eV

Last column: natural (NBO) charge in e.
Cartesian coordinates (Å):
C (3.685362, -0.561405, 0.110084)  -0.149
C (2.530059, -0.243912, 0.233093)  -0.092
C (1.203086, 0.107133, 0.357644)  -0.069
C (0.031073, 0.389961, 0.447733)  0.047
C (-1.335146, 0.755927, 0.150325)  -0.028
C (-2.199292, -0.284627, -0.425309)  -0.083
O (-2.428177, 0.221876, 0.878448)  -0.459
H (4.707843, -0.858144, 0.040596)  0.240
H (-1.464532, 1.800677, -0.134724)  0.215
H (-1.840683, -1.313330, -0.435733)  0.193
H (-2.889588, -0.014152, -1.222157)  0.187

Cartesian forces (eV/Å) of the 6 atoms listed first:
-0.3 0.0 0.1
0.4 -0.1 0.1
-0.5 0.1 0.2
0.6 -0.1 -0.2
0.2 0.1 -0.1
-0.1 -0.1 -0.3

=====

This record from the OMol25 dataset describes the molecule C6H4O at a distorted geometry. The level of theory is wB97M-V/def2-TZVPD.

* Kohn-Sham gap: 0.31024 hartree
* SMILES: C#Cc1ccco1
* total energy: -8329.73238 eV

Last column: natural (NBO) charge in e.
Cartesian coordinates (Å):
C (2.571668, -0.109877, 0.080848)  -0.042
C (1.872801, -0.219936, -0.927781)  -0.121
C (0.479579, -0.101005, -0.450344)  0.270
C (-0.252677, 0.960824, -0.044260)  -0.362
C (-1.562588, 0.416975, 0.203512)  -0.295
C (-1.472148, -0.911721, -0.005242)  0.055
O (-0.204299, -1.243220, -0.380786)  -0.410
H (3.126286, -0.032757, 0.988464)  0.236
H (0.050340, 1.997581, 0.013493)  0.233
H (-2.443945, 0.972812, 0.489523)  0.229
H (-2.165012, -1.729678, 0.032570)  0.206

Cartesian forces (eV/Å) of the 6 atoms listed first:
0.6 -0.1 -0.9
0.4 0.3 2.1
0.0 0.4 -0.8
-0.5 0.1 -0.2
-0.1 0.1 0.2
-0.3 0.1 0.2

=====

This record from the OMol25 dataset describes the molecule C6H4O at a distorted geometry. The level of theory is wB97M-V/def2-TZVPD.

* Kohn-Sham gap: 0.30415 hartree
* total energy: -8329.21346 eV

Last column: natural (NBO) charge in e.
Cartesian coordinates (Å):
C (0.510539, -0.762901, -0.095974)  -0.355
C (1.954312, -0.697085, 0.232001)  -0.552
C (-1.632280, 0.812944, -0.091717)  -0.117
C (-0.293234, 0.293204, -0.001306)  0.012
C (-0.603428, 1.651736, 0.197806)  -0.144
C (2.910090, 0.140447, -0.069438)  0.696
O (3.763042, 0.919421, -0.106046)  -0.469
H (0.221941, -1.606602, -0.550368)  0.208
H (2.347947, -1.608278, 0.867720)  0.260
H (-2.648268, 0.789741, -0.425654)  0.235
H (-0.263241, 2.494172, 0.668279)  0.226

Cartesian forces (eV/Å) of the 6 atoms listed first:
1.8 3.5 1.0
0.3 -2.6 1.3
2.2 2.1 -0.5
-0.3 -1.4 -0.5
-2.4 -2.9 0.2
-0.7 -0.2 0.9

=====

This record from the OMol25 dataset describes the molecule C6H4O. The level of theory is wB97M-V/def2-TZVPD.

* Kohn-Sham gap: 0.36692 hartree
* SMILES: C#CC(=O)C#CC
* total energy: -8329.97014 eV

Last column: natural (NBO) charge in e.
Cartesian coordinates (Å):
C (-1.047536, 1.684367, 1.851202)  -0.140
C (-0.158565, 0.874185, 1.915420)  -0.112
C (0.862254, -0.162828, 1.758706)  0.450
O (1.591762, -0.553647, 2.640505)  -0.464
C (0.821091, -0.623544, 0.381303)  -0.136
C (0.476425, -0.731413, -0.771065)  0.119
C (-0.059294, -0.735680, -2.125734)  -0.696
H (-1.834758, 2.401787, 1.774894)  0.238
H (0.362203, -1.519772, -2.757627)  0.245
H (0.131247, 0.236302, -2.591921)  0.248
H (-1.144828, -0.869757, -2.075682)  0.248

Cartesian forces (eV/Å) of the 6 atoms listed first:
0.4 -0.3 0.1
-0.5 0.4 0.1
0.2 -0.1 0.2
-0.3 0.2 -0.4
-0.2 0.0 -0.6
0.1 0.1 0.5

=====

This record from the OMol25 dataset describes the molecule C6H4O. The level of theory is wB97M-V/def2-TZVPD.

* Kohn-Sham gap: 0.34969 hartree
* SMILES: C#CC=C=C1CO1
* total energy: -8327.36222 eV

Last column: natural (NBO) charge in e.
Cartesian coordinates (Å):
C (3.384034, 0.688465, 0.045640)  -0.200
C (2.304591, 0.157684, 0.115940)  -0.045
C (0.910792, -0.099739, -0.024675)  -0.283
C (-0.005286, -0.782459, 0.667039)  -0.152
C (-1.250251, -0.495529, 0.327486)  0.397
C (-2.384277, -0.401005, -0.536849)  -0.140
O (-2.128942, 0.451287, 0.636288)  -0.410
H (4.324152, 1.184950, -0.019366)  0.234
H (0.506901, 0.520451, -0.827271)  0.184
H (-3.225475, -1.066850, -0.442267)  0.210
H (-2.251121, 0.113025, -1.485948)  0.204

Cartesian forces (eV/Å) of the 6 atoms listed first:
-0.2 -0.2 0.1
0.5 0.1 0.0
0.1 0.2 0.0
0.2 0.5 -0.4
-0.3 -0.1 0.2
-0.3 -0.3 -0.2

=====

This record from the OMol25 dataset describes the molecule C6H4O3S at a distorted geometry. The level of theory is wB97M-V/def2-TZVPD.

* Kohn-Sham gap: 0.37163 hartree
* SMILES: O=C1O[C@@H](O)c2sccc21
* total energy: -23262.84626 eV

Last column: natural (NBO) charge in e.
Cartesian coordinates (Å):
O (1.852555, -2.069322, -0.162419)  -0.536
C (1.260967, -1.052632, 0.074825)  0.802
O (1.922461, 0.137292, 0.188281)  -0.518
C (1.215318, 1.267071, 0.420973)  0.452
O (1.651943, 2.207356, -0.532637)  -0.720
C (-0.455006, 0.624358, 0.201617)  -0.240
S (-2.061890, 1.115331, 0.102944)  0.496
C (-2.523862, -0.541106, -0.152887)  -0.384
C (-1.461814, -1.380912, -0.083451)  -0.218
C (-0.249694, -0.729138, 0.140554)  -0.249
H (1.374225, 1.561633, 1.393581)  0.161
H (2.412142, 1.897979, -1.015245)  0.496
H (-3.515424, -0.654349, -0.361407)  0.227
H (-1.421920, -2.383558, -0.214726)  0.230

Cartesian forces (eV/Å) of the 6 atoms listed first:
-0.7 0.8 0.5
-1.5 -0.5 -0.7
1.3 -1.9 0.2
-3.1 -0.4 -3.7
-1.6 0.6 1.2
4.5 1.2 0.9

=====

Taking the records one at a time from the top gives relative energy (zero: lowest compared OMol25 entry of this formula, charge and spin) values of 0.0; 392.8; 320.5; 261.3; 311.3; 238.3; 489.9; 0.0 kJ/mol.